# 1
2 unconnected molecules or ions with the total composition C2H9N5 at a distorted geometry. Source: the Open Molecules 2025 dataset; level of theory: the ωB97M-V functional and the def2-TZVPD basis.

Structure (XYZ):
```
16
Properties=species:S:1:pos:R:3:mulliken_charge:R:1
H 1.047 1.325 0.974 0.250
N 0.306 1.812 0.486 -0.347
H -0.052 -1.460 0.176 0.237
H 1.919 -1.848 0.955 0.262
N 0.318 -0.836 -0.469 -0.493
C -0.857 1.243 0.422 0.452
H 1.937 -0.428 -1.744 0.357
H 3.428 -1.376 0.145 0.326
H 0.446 2.779 0.350 0.268
N -1.986 0.962 0.397 0.542
N -3.102 0.397 0.189 -0.575
H -3.246 0.028 -0.678 0.217
C 1.597 -0.874 -0.738 0.256
H -3.899 0.429 0.791 0.265
H -0.238 -0.662 -1.339 0.321
N 2.381 -1.491 0.084 -0.337
```

Charge: +2
Multiplicity: 1
Electronic energy in hartree: -354.67756
E_HOMO in Ha: -0.6827
LUMO energy in eV: -7.935
Relative energy (zero: lowest compared OMol25 entry of this formula, charge and spin) in kcal per mole: 52.6
F_max in eV/Å: 4.05

# 2
3 unconnected molecules or ions with the total composition C4H16NO2 at a distorted geometry. Source: the Open Molecules 2025 dataset; level of theory: the ωB97M-V functional and the def2-TZVPD basis.

Structure (XYZ):
```
23
Properties=species:S:1:pos:R:3:mulliken_charge:R:1
H -1.425 -0.058 -2.675 0.349
H 3.083 0.418 1.229 0.292
C -1.710 -0.511 -0.487 0.839
H 4.838 -1.026 3.371 0.409
H 0.750 1.462 -1.532 0.411
C -1.986 -0.736 -1.970 -1.277
H -0.828 1.134 0.691 0.362
H 0.709 -0.275 -1.303 0.386
H -1.196 1.536 -0.980 0.432
H -3.625 -1.251 0.274 0.403
N 0.577 0.664 -0.925 -0.243
O 5.265 -0.482 2.681 -0.401
H 6.061 -0.928 2.350 0.408
H -3.688 0.421 -0.224 0.388
O 2.183 0.782 1.160 -0.638
H 2.074 1.286 1.973 0.327
H 1.394 0.793 -0.192 0.279
H -1.769 -1.744 -2.345 0.357
H -2.728 0.032 1.287 0.442
H -1.125 -1.341 -0.014 0.352
H -3.008 -0.613 -2.341 0.422
C -0.863 0.748 -0.322 -0.936
C -2.986 -0.312 0.294 -1.364
```

Charge: +2
Multiplicity: 2
Electronic energy in hartree: -366.43020
E_HOMO (spin up / spin down) in Ha: -0.7262 / -0.6286
LUMO energy (spin up / spin down) in eV: -6.235 / -15.320
Relative energy (zero: lowest compared OMol25 entry of this formula, charge and spin) in kcal per mole: 35.2
F_max in eV/Å: 2.70

# 3
A molecular structure, C37H60N7RuSi2. Source: the Open Molecules 2025 dataset; level of theory: the ωB97M-V functional and the def2-TZVPD basis.

Structure (XYZ):
```
107
Properties=species:S:1:pos:R:3:mulliken_charge:R:1
H -1.834 -4.611 1.387 0.354
H 3.242 3.213 2.166 0.333
C 4.766 -2.587 -1.312 0.217
C -2.698 2.274 -0.651 -0.949
H 5.395 -3.057 0.687 0.495
H -0.568 -3.304 3.937 0.335
H -0.021 4.075 1.121 0.487
H -0.131 -0.925 2.250 -0.322
H -3.113 -0.793 2.496 0.239
H -3.081 2.630 -1.601 0.249
C 0.049 -1.561 1.363 0.914
H 3.862 2.307 -1.308 0.461
C -8.832 4.605 1.521 -0.437
Ru 0.818 -0.071 0.126 0.512
H -0.840 -1.252 -4.873 0.510
C 1.007 3.729 1.004 -1.252
N 1.836 2.019 -0.712 0.770
C 3.759 -3.088 -3.464 -0.942
C -1.887 -3.971 0.508 -1.399
H -7.804 4.529 -1.734 0.367
N -0.829 1.225 0.482 1.978
C -3.441 2.398 0.556 0.726
H 4.645 -3.704 -3.577 0.459
C 2.552 -2.469 3.067 -1.198
C 1.517 -1.478 -3.216 -0.334
Si -1.722 -2.129 0.881 0.853
C 1.531 -4.260 0.714 -1.013
H 3.085 -3.480 -5.463 0.380
H 2.470 2.934 3.700 0.473
H 0.724 -4.985 0.607 0.516
C 1.794 -2.125 -4.406 -0.696
C 0.715 0.772 -3.933 -1.743
H 4.747 -1.443 0.538 0.376
H 6.778 -1.771 -1.176 0.427
H -9.692 4.910 2.104 0.371
C -7.782 4.398 -0.659 -1.006
H 1.711 -3.809 -0.263 0.157
N -5.467 3.384 -0.461 0.073
C -7.731 4.060 2.160 -0.743
C -1.468 1.699 -0.645 -1.391
H 3.657 -2.826 0.556 -0.464
H -7.707 3.928 3.234 0.418
H 3.217 -1.693 2.692 0.426
H -2.384 -2.216 3.257 0.223
C 0.346 -0.523 -3.204 3.894
H 1.740 1.789 -1.695 -0.386
C 3.822 0.956 0.347 0.490
C -8.859 4.772 0.131 -0.415
H -1.070 0.983 2.545 0.703
H -2.896 -4.076 0.093 0.463
H 0.193 3.291 -0.969 0.266
H 2.425 -4.819 1.005 0.426
N 1.237 2.698 1.990 0.061
C 1.167 3.316 -0.491 -0.756
H 1.133 -1.981 -5.253 0.325
H 1.655 1.195 -3.565 0.308
H -1.158 -2.085 -3.348 0.349
H -0.074 1.523 -3.837 0.412
H 0.133 -0.272 -2.164 -2.339
H 2.392 0.546 3.377 0.365
C -0.931 -1.117 -3.793 -1.930
H 4.032 1.117 3.063 0.416
C -1.551 1.362 1.651 -1.730
H 6.143 -1.820 -2.829 0.453
H 5.564 -0.600 -1.699 0.223
C -2.856 -1.841 2.344 -1.074
H 3.395 3.062 0.187 0.419
C 3.563 -2.443 -2.248 0.936
N 2.029 -1.130 -0.869 0.586
N 2.912 0.476 1.380 1.033
H -1.195 -4.342 -0.248 0.275
H -0.468 -4.786 2.981 0.397
C 2.506 2.579 2.662 -1.143
C 0.109 -3.948 3.368 -1.415
H -3.785 -2.402 2.202 0.409
H -1.760 -0.706 -1.208 -0.541
H -0.913 1.620 -1.575 0.478
C -2.440 -1.365 -0.677 -0.541
H -3.338 -0.779 -0.461 0.420
H 5.122 -3.603 -1.501 0.794
H 1.645 4.600 1.196 0.351
H 3.934 0.144 -0.365 -0.741
H 0.835 -4.354 4.078 0.456
H -5.162 3.343 -1.414 0.131
C 4.612 -2.470 0.201 -1.232
H 3.072 -0.516 1.488 -0.699
H -2.717 -2.167 -1.366 0.549
H -3.275 2.019 2.687 0.557
C 3.000 1.131 2.684 -0.983
C 5.880 -1.642 -1.786 -1.497
C -2.779 1.931 1.730 -0.921
H -9.737 5.201 -0.335 0.372
H 3.178 -3.346 3.255 0.413
H 0.451 2.586 2.605 0.393
H 4.818 1.192 0.746 0.420
N -5.436 3.116 1.764 -0.680
Si 1.059 -3.005 2.031 0.253
C -4.756 2.950 0.644 -0.016
H 1.747 4.098 -0.996 0.746
C -6.640 3.677 1.383 0.408
C 2.366 -1.664 -2.070 0.048
C 2.893 -2.958 -4.534 -1.417
H 2.175 -2.130 4.038 0.413
H -1.779 -0.453 -3.612 0.426
H 0.860 0.578 -4.999 0.486
C 3.273 2.154 -0.399 -1.759
C -6.684 3.855 -0.009 0.681
```

Multiplicity: 6
Electronic energy in hartree: -2502.98079
E_HOMO (spin up / spin down) in Ha: -0.1783 / -0.2740
LUMO energy (spin up / spin down) in eV: 0.386 / -0.781
Relative energy (zero: lowest compared OMol25 entry of this formula, charge and spin) in kcal per mole: 0.0
F_max in eV/Å: 0.83

# 4
C21H19ClN2O5 in the gas phase. Source: the Open Molecules 2025 dataset; level of theory: the ωB97M-V functional and the def2-TZVPD basis.

Structure (XYZ):
```
48
Properties=species:S:1:pos:R:3:mulliken_charge:R:1
C 5.831 -2.313 0.434 -0.950
C 2.120 -1.965 0.397 -0.502
H 1.777 -2.945 0.697 0.557
C -3.208 -1.682 -0.092 -0.882
C 3.888 -0.414 -0.102 -0.201
H 4.215 -3.650 0.866 0.456
C 6.835 1.622 -0.768 -0.955
H -1.538 1.338 1.829 0.423
H 7.252 -0.796 -0.049 0.413
N -2.497 1.936 0.060 0.392
H -0.515 3.622 2.220 0.362
H 7.384 1.552 0.176 0.378
H 7.352 1.038 -1.536 0.379
N -1.133 -0.401 0.025 0.002
O 0.906 1.258 -0.556 -0.767
C -5.291 -0.492 -0.334 -0.898
H -0.053 2.921 0.637 0.270
C 4.509 -2.659 0.562 -0.840
O 5.497 1.209 -0.619 -0.363
H -1.130 3.764 -1.282 0.273
O -0.544 -2.535 0.585 -0.744
H 6.603 -3.039 0.637 0.393
C -4.610 0.708 -0.234 -0.261
O 2.966 0.536 -0.373 -0.362
C -3.233 0.744 -0.050 0.180
C -4.584 -1.678 -0.242 0.207
H -0.754 0.515 -0.226 0.346
Cl -5.425 -3.184 -0.338 -0.231
C -1.961 2.238 1.381 -0.613
O -1.405 4.475 0.632 -0.436
H -2.761 2.614 2.041 0.324
C 1.194 -1.008 0.126 -0.177
H -3.434 2.898 -1.530 0.459
H -3.865 3.564 0.076 0.394
H 6.785 2.664 -1.080 0.232
C -1.926 4.167 -0.639 -0.730
C -2.524 -0.476 -0.018 -0.024
C -0.883 3.315 1.240 -0.379
C 6.204 -1.029 0.041 -0.353
H -2.298 5.105 -1.056 0.383
C -3.054 3.135 -0.535 -0.742
C 3.517 -1.705 0.294 0.921
H -6.361 -0.505 -0.467 0.425
H -2.662 -2.609 -0.045 0.569
C -0.251 -1.398 0.263 0.442
C 1.633 0.321 -0.285 0.888
H -5.168 1.630 -0.285 0.428
C 5.249 -0.061 -0.233 0.911
```

SMILES: COc1cccc2cc(C(=O)Nc3cc(Cl)ccc3N3CCOCC3)c(=O)oc12
Multiplicity: 1
Electronic energy in hartree: -1757.56690
E_HOMO in Ha: -0.2920
LUMO energy in eV: -0.737
Relative energy (zero: lowest compared OMol25 entry of this formula, charge and spin) in kcal per mole: 22.3
F_max in eV/Å: 0.79

# 5
A molecular structure, C15H17N3O4S at a distorted geometry. Source: the Open Molecules 2025 dataset; level of theory: the ωB97M-V functional and the def2-TZVPD basis.

Structure (XYZ):
```
40
Properties=species:S:1:pos:R:3:mulliken_charge:R:1
H -6.925 -0.513 4.240 0.280
N -1.714 1.173 0.281 -0.444
C 3.628 0.135 -1.615 0.282
H 6.192 -2.549 -3.163 0.400
C 4.863 0.504 -2.241 0.206
H 5.745 -1.407 -0.492 0.464
C 3.587 2.223 -3.118 -0.727
S -1.055 -1.038 0.418 -0.181
H 0.322 2.028 -1.061 0.267
H -5.744 -0.110 5.808 0.196
N -2.843 0.788 0.876 -0.360
H -5.037 1.696 4.459 0.258
C 6.148 -1.370 -1.446 -0.521
O -4.567 0.240 3.159 -0.411
C 1.314 0.000 -0.959 0.541
O 1.190 -1.128 -0.790 -0.576
H 5.735 1.938 -3.441 0.102
H 1.615 2.248 -2.616 0.731
C -2.596 -0.562 0.996 0.302
C 5.673 -2.393 -2.310 -1.222
C 2.566 0.719 -1.696 0.471
C -4.708 -0.489 2.251 0.767
H 3.492 3.010 -3.767 0.493
H -3.996 -2.257 0.995 0.302
H -3.049 -2.022 2.777 0.236
C -3.591 -1.463 1.693 -0.551
C -6.419 0.314 4.867 -1.173
C -5.591 1.020 3.910 -0.234
H -6.955 0.907 5.260 0.578
C 4.606 1.444 -3.038 -0.068
C -0.777 0.420 -0.174 0.483
H 4.753 -2.438 -2.359 0.551
H -6.063 1.471 2.996 0.347
H 5.935 -3.628 -1.649 0.212
O 5.964 -0.384 -2.338 -0.371
H 3.663 -0.941 -0.947 -0.010
H 7.274 -1.436 -1.480 0.300
C 2.368 1.739 -2.661 -1.220
N 0.177 1.065 -0.891 -0.143
O -5.712 -0.428 1.787 -0.560
```

Multiplicity: 1
Electronic energy in hartree: -1444.66925
E_HOMO in Ha: -0.3165
LUMO energy in eV: 0.349
Relative energy (zero: lowest compared OMol25 entry of this formula, charge and spin) in kcal per mole: 377.1
F_max in eV/Å: 15.47

# 6
A molecular structure, C28H28CrN2Si at a distorted geometry. Source: the Open Molecules 2025 dataset; level of theory: the ωB97M-V functional and the def2-TZVPD basis.

Structure (XYZ):
```
60
Properties=species:S:1:pos:R:3:mulliken_charge:R:1
N 0.454 2.733 -2.012 0.292
H 2.504 -6.332 0.698 0.327
C -1.173 4.059 -3.063 -0.914
C 1.688 2.933 0.846 -0.623
H -3.301 4.082 -1.421 0.238
C -1.054 -2.394 1.847 0.326
C 1.866 -3.207 -1.532 -0.489
C 2.368 -5.480 0.009 -0.434
C -0.695 3.479 -1.904 0.912
Si 0.671 -2.766 1.311 0.380
H -0.771 4.504 -5.073 0.418
H -2.164 -3.243 5.010 0.333
N -0.836 2.551 0.306 0.704
C 3.129 -3.863 -1.611 -0.193
C -1.065 -2.785 3.199 -0.603
C 3.433 -4.933 -0.741 -0.416
H 1.731 -2.372 -2.218 0.377
H 2.880 3.506 -0.951 0.598
C 3.155 1.387 -0.169 -0.398
C 2.562 2.705 -0.305 -0.774
H -4.303 -2.288 4.045 0.409
H 1.144 3.836 1.084 0.499
C -3.407 -2.286 3.447 -0.401
C 1.021 -3.541 -0.433 0.344
H 2.730 -0.232 1.324 0.633
H 4.423 -5.426 -0.683 0.362
C 0.746 3.216 -4.305 -1.071
H 1.568 -3.230 2.279 -0.229
C 1.160 2.580 -3.156 -0.166
H 4.081 1.096 -0.675 0.490
H -3.460 1.717 2.241 0.451
Cr 0.724 1.623 -0.444 0.223
C 1.089 -4.891 -0.037 -0.741
H -1.025 0.315 -0.184 -0.426
H -0.109 -0.958 -0.694 -0.477
H 1.334 3.121 -5.204 0.408
H -1.017 1.327 2.016 0.338
H -0.421 0.482 -1.996 0.307
H 3.928 -3.527 -2.303 0.338
H 1.241 1.666 2.648 0.605
H 2.041 1.944 -3.067 0.496
C -2.895 2.233 1.470 -0.952
H -4.584 3.276 0.571 0.394
C -3.447 -1.969 2.075 -0.589
C -2.217 -2.789 3.995 -0.622
C -2.262 -1.892 1.331 0.150
H -0.126 -3.188 3.561 0.305
C 2.546 0.777 0.966 -0.856
H 1.052 -1.297 1.382 -0.323
H -2.276 -1.490 0.325 0.397
C -3.528 3.041 0.517 -0.336
C 1.713 1.737 1.649 -0.205
C -0.256 0.123 -0.953 0.245
C -0.416 3.971 -4.221 -0.347
H 0.212 -5.325 0.441 0.505
C -2.828 3.576 -0.565 -1.146
H -4.444 -1.803 1.601 0.341
C -1.450 3.335 -0.651 0.403
C -1.528 2.049 1.378 -0.172
H -2.137 4.526 -3.005 0.356
```

Multiplicity: 5
Electronic energy in hartree: -2526.98400
E_HOMO (spin up / spin down) in Ha: -0.1828 / -0.2994
LUMO energy (spin up / spin down) in eV: 0.313 / 0.079
Relative energy (zero: lowest compared OMol25 entry of this formula, charge and spin) in kcal per mole: 87.5
F_max in eV/Å: 5.19

> Which of these has the highest F_max?

C15H17N3O4S

> multiplicity of number 3 (C37H60N7RuSi2)?

6